This record from OMol25 describes C46H32CrF6N6O5PSe as an isolated structure at a distorted geometry. The level of theory is ωB97M-V with the def2-TZVPD basis set.

Each line ends with the Mulliken spin population.
Element x y z (Å)
Cr  -0.67  -1.50  0.64  0.9696
F  4.28  2.63  -0.17  0.0001
C  2.97  2.99  -0.19  0.0000
C  2.02  2.00  -0.09  0.0002
C  0.66  2.30  -0.07  0.0008
C  -0.35  1.28  0.05  -0.0259
O  -0.08  0.02  0.01  0.0319
C  -1.69  1.72  0.28  0.0014
C  -1.99  3.04  0.20  0.0042
N  -1.07  4.00  -0.11  -0.0021
C  -1.48  5.36  -0.21  0.0001
C  -1.39  6.06  -1.53  -0.0004
C  -2.73  5.68  -0.97  0.0006
C  0.27  3.66  -0.17  -0.0010
C  1.25  4.64  -0.32  -0.0003
C  2.62  4.33  -0.31  -0.0009
N  3.53  5.41  -0.44  -0.0001
C  3.35  6.56  0.42  0.0000
C  3.68  7.81  -0.42  0.0001
N  4.58  7.36  -1.51  0.0000
C  5.64  6.46  -0.97  0.0001
C  4.95  5.13  -0.61  0.0001
C  -2.76  0.75  0.74  -0.0068
O  -3.93  1.12  0.72  -0.0010
O  -2.34  -0.37  1.17  0.0109
H  2.35  0.97  -0.02  -0.0063
H  -3.00  3.38  0.41  0.0007
H  -1.26  5.95  0.69  0.0000
H  -1.02  5.50  -2.37  0.0000
H  -1.12  7.11  -1.54  0.0000
H  -3.25  4.87  -1.44  0.0000
H  -3.37  6.46  -0.59  0.0000
H  0.94  5.66  -0.47  0.0003
H  4.02  6.49  1.30  0.0000
H  2.33  6.60  0.79  -0.0001
H  4.19  8.56  0.18  0.0000
H  2.79  8.24  -0.86  0.0000
H  4.96  8.15  -2.03  0.0000
H  4.01  6.75  -2.12  0.0000
H  6.08  6.95  -0.10  0.0000
H  6.42  6.31  -1.72  0.0000
H  5.41  4.71  0.29  0.0000
H  5.08  4.41  -1.42  -0.0001
O  -1.25  -1.55  3.83  0.0103
C  -1.63  -2.41  3.07  -0.0154
O  -0.96  -2.84  2.04  0.0190
C  -2.94  -3.11  3.16  -0.0001
C  -3.54  -3.48  4.36  -0.0030
C  -4.72  -4.20  4.33  0.0005
C  -5.32  -4.51  3.12  -0.0001
C  -4.75  -4.11  1.93  0.0021
C  -3.54  -3.42  1.94  -0.0042
P  -2.74  -2.89  0.39  -0.0032
C  -2.27  -4.47  -0.39  0.0114
C  -1.72  -4.43  -1.67  -0.0171
C  -1.34  -5.59  -2.30  -0.0015
C  -1.47  -6.81  -1.65  -0.0004
C  -1.98  -6.85  -0.36  -0.0011
C  -2.39  -5.69  0.27  0.0025
C  -4.25  -2.41  -0.52  0.0139
C  -4.62  -2.90  -1.76  0.0011
C  -5.86  -2.58  -2.29  0.0003
C  -6.72  -1.74  -1.59  -0.0003
C  -6.33  -1.21  -0.37  0.0000
C  -5.11  -1.55  0.17  0.0001
H  -3.06  -3.22  5.29  -0.0002
H  -5.18  -4.52  5.26  0.0000
H  -6.25  -5.07  3.11  0.0000
H  -5.22  -4.37  0.99  0.0008
H  -1.57  -3.46  -2.14  0.0014
H  -0.92  -5.56  -3.30  0.0000
H  -1.13  -7.71  -2.13  0.0000
H  -2.07  -7.80  0.15  -0.0004
H  -2.79  -5.73  1.27  -0.0013
H  -3.97  -3.57  -2.30  -0.0019
H  -6.17  -2.99  -3.24  0.0000
H  -7.69  -1.50  -2.00  0.0000
H  -7.00  -0.55  0.17  0.0000
H  -4.80  -1.15  1.12  0.0004
N  0.54  -2.76  0.06  0.0531
C  0.87  -3.88  -0.04  -0.0134
C  1.18  -5.19  -0.11  -0.0147
C  1.03  -5.98  1.04  0.0016
N  0.86  -6.65  1.96  -0.0081
C  1.51  -5.84  -1.30  0.0046
N  1.77  -6.43  -2.26  -0.0091
F  8.44  -2.51  0.75  0.0000
C  7.20  -2.22  0.29  -0.0002
C  6.13  -2.10  1.17  0.0001
F  6.35  -2.27  2.48  0.0000
C  4.87  -1.80  0.69  0.0006
F  3.85  -1.66  1.55  0.0009
C  4.62  -1.61  -0.68  -0.0007
Se  2.91  -1.22  -1.32  -0.0044
C  5.72  -1.73  -1.53  0.0001
F  5.54  -1.51  -2.85  0.0000
C  6.98  -2.04  -1.07  -0.0001
F  8.01  -2.14  -1.93  0.0000

Energy above the lowest of the compared OMol25 structures with the same formula, charge and spin = 25.3 kcal/mol
Electronic energy = -6863.1245 Eh
Frontier orbital gap (alpha / beta) = 3.4 / 3.4 eV
2S+1 = 2
E_LUMO (alpha / beta) = -2.0951 / -2.0943 eV
Highest occupied orbital energy (alpha / beta) = -5.48 / -5.49 eV

***

This record from OMol25 describes a 2-piece molecular cluster, C9H14O overall at a distorted geometry. The level of theory is ωB97M-V with the def2-TZVPD basis set.

Each line ends with the Löwdin charge.
Element x y z (Å)
C  -3.26  -0.08  0.49  -0.1027
C  -1.86  -0.21  0.72  -0.3196
C  -1.21  -1.45  0.69  -0.0324
C  0.16  -1.64  1.04  -0.0156
C  0.75  -0.49  1.58  -0.3424
O  2.02  -0.77  1.99  0.0187
C  0.14  0.81  1.60  -0.0410
C  -1.11  0.96  1.08  -0.0548
H  -3.84  -0.11  1.47  0.1089
H  -3.66  -0.87  -0.13  0.0762
H  -3.58  0.84  -0.04  0.0928
H  -1.67  -2.43  0.47  0.1167
H  0.66  -2.58  1.09  0.1105
H  2.65  -0.09  1.76  0.1006
H  0.79  1.72  1.88  0.1412
H  -1.43  2.01  1.08  0.1211
C  1.50  -0.16  -1.85  -0.1880
C  2.10  1.17  -2.22  -0.2216
H  1.74  -0.89  -2.63  0.0698
H  1.91  -0.56  -0.90  0.0552
H  0.41  0.00  -1.88  0.0709
H  3.24  1.20  -1.95  0.0888
H  1.88  1.43  -3.35  0.0868
H  1.68  2.20  -1.99  0.0600

Energy above the lowest of the compared OMol25 structures with the same formula, charge and spin = 39.7 kcal/mol
Electronic energy = -426.5095 Eh
Frontier orbital gap = 9.0 eV
E_LUMO = 0.8142 eV
Highest occupied orbital energy = -8.23 eV

***

This record from OMol25 describes a 2-piece molecular cluster, C24H30N3S overall at a distorted geometry. The level of theory is ωB97M-V with the def2-TZVPD basis set.

Each line ends with the Löwdin charge.
Element x y z (Å)
C  -2.60  -1.63  3.44  -0.1410
C  -1.91  -2.90  2.94  -0.1407
C  -1.29  -2.60  1.57  -0.0924
N  -1.66  -1.20  1.29  -0.0122
C  -1.36  -0.56  0.18  0.0224
C  -2.15  0.63  -0.16  -0.1903
C  -1.93  1.86  0.52  -0.0441
C  -2.87  2.88  0.43  -0.0638
C  -4.02  2.72  -0.35  -0.0589
C  -4.21  1.54  -1.08  -0.0654
C  -3.28  0.51  -1.01  -0.0211
C  -2.57  -0.62  2.29  -0.1034
H  -3.63  -1.82  3.73  0.1168
H  -2.07  -1.22  4.31  0.1168
H  -1.14  -3.24  3.63  0.1154
H  -2.66  -3.69  2.84  0.1167
H  -0.19  -2.72  1.57  0.1305
H  -1.70  -3.28  0.81  0.1290
H  -0.57  -0.97  -0.50  0.0473
H  -1.06  1.96  1.16  0.1200
H  -2.71  3.81  0.99  0.1155
H  -4.76  3.52  -0.41  0.1142
H  -5.10  1.42  -1.70  0.1151
H  -3.44  -0.44  -1.52  0.1121
H  -3.59  -0.52  1.86  0.1482
H  -2.26  0.38  2.62  0.1314
C  -1.58  -2.86  -2.36  -0.0696
C  -0.66  -2.02  -3.24  -0.3845
C  -0.63  -2.60  -4.66  -0.0689
C  0.72  -1.95  -2.59  -0.3367
C  1.77  -1.41  -3.52  -0.1403
C  3.12  -1.43  -2.88  -0.1175
N  3.03  -1.05  -1.47  -0.0255
C  4.18  -0.77  -0.71  -0.2371
C  3.85  -0.35  0.58  -0.4514
C  4.88  -0.02  1.46  -0.0710
C  6.21  -0.17  1.04  -0.0725
C  6.52  -0.60  -0.26  -0.0595
C  5.49  -0.90  -1.16  -0.0042
S  2.11  -0.34  0.82  1.0827
C  1.85  -0.89  -0.82  -0.5492
N  0.69  -1.14  -1.38  0.0144
H  -1.36  -3.93  -2.51  0.0954
H  -1.45  -2.64  -1.30  0.0363
H  -2.63  -2.69  -2.61  0.0847
H  -1.04  -0.98  -3.30  0.1436
H  -0.20  -3.61  -4.66  0.0937
H  -1.65  -2.67  -5.07  0.0876
H  -0.06  -1.97  -5.35  0.0748
H  1.01  -2.99  -2.32  0.1698
H  1.80  -2.03  -4.42  0.1164
H  1.49  -0.39  -3.81  0.1462
H  3.58  -2.43  -2.95  0.1429
H  3.77  -0.72  -3.39  0.1339
H  4.62  0.33  2.46  0.1119
H  7.02  0.06  1.73  0.1096
H  7.56  -0.72  -0.58  0.1123
H  5.69  -1.21  -2.19  0.1138

Energy above the lowest of the compared OMol25 structures with the same formula, charge and spin = 3.5 kcal/mol
Electronic energy = -1494.7623 Eh
Charge = +1
Frontier orbital gap = 7.5 eV
E_LUMO = -3.1268 eV
Highest occupied orbital energy = -10.63 eV

***

This record from OMol25 describes a 2-piece molecular cluster, C9H14O overall at a distorted geometry. The level of theory is ωB97M-V with the def2-TZVPD basis set.

Each line ends with the Löwdin charge.
Element x y z (Å)
C  -1.21  -1.56  -0.18  -0.1050
C  -0.96  -0.38  0.77  -0.2897
C  -1.92  0.33  1.51  -0.0339
C  -1.43  1.22  2.51  -0.0121
C  -0.07  1.60  2.52  -0.3544
O  0.33  2.48  3.49  -0.0206
C  0.90  0.98  1.76  -0.0334
C  0.41  -0.05  0.96  -0.0771
H  -2.00  -2.28  0.18  0.0821
H  -0.29  -2.18  -0.37  0.0829
H  -1.67  -1.33  -1.20  0.0821
H  -2.98  -0.06  1.29  0.1383
H  -2.12  1.69  3.22  0.1154
H  1.35  2.76  3.40  0.1780
H  1.95  1.33  1.59  0.1323
H  1.07  -0.56  0.18  0.0795
C  0.83  -0.28  -1.98  -0.1671
C  1.38  -0.64  -3.46  -0.1183
H  1.32  0.61  -1.83  0.0235
H  -0.28  -0.08  -1.82  0.0740
H  1.15  -1.17  -1.35  0.0591
H  2.06  0.05  -3.80  0.0146
H  1.83  -1.65  -3.38  0.0568
H  0.36  -0.83  -4.01  0.0930

Energy above the lowest of the compared OMol25 structures with the same formula, charge and spin = 60.2 kcal/mol
Electronic energy = -426.4768 Eh
Frontier orbital gap = 9.1 eV
E_LUMO = 0.7946 eV
Highest occupied orbital energy = -8.27 eV

***

Question: Number 4 is which compound?
Answer: C9H14O

***

Question: Which value of energy above the lowest of the compared OMol25 structures with the same formula, charge and spin does entry 3 give?
Answer: 3.5 kcal/mol